# C3H4O2V

A molecular structure, C3H4O2V (ωB97M-V/def2-TZVPD, the OMol25 dataset).

HOMO level (alpha / beta) = -13.7 / -14.4 eV
spin multiplicity = 5
orbital gap (alpha / beta) = 7.5 / 7.7 eV
LUMO level (alpha / beta) = -6.17 / -6.68 eV
total charge = +1
calculated total energy = -32944.9642 eV

Each line ends with the natural charge from an NBO analysis.
Element x y z (Å)
H (-2.60, 1.21, -1.01)  -0.365
O (1.29, 0.58, 0.00)  -0.497
O (0.63, 1.58, -1.93)  -0.565
C (0.13, -0.08, 0.10)  0.253
C (0.13, -1.03, 1.19)  -0.776
C (1.44, 1.34, -1.11)  0.913
H (-0.85, -0.99, 1.69)  0.298
H (0.12, -2.02, 0.69)  0.304
H (0.98, -0.97, 1.88)  0.270
V (-1.25, 0.39, -1.51)  1.165

=====

# C2H6Se2

2 unconnected molecules or ions with the total composition C2H6Se2 (ωB97M-V/def2-TZVPD, the OMol25 dataset).

HOMO level = -8.5 eV
orbital gap = 8.7 eV
LUMO level = 0.11 eV
calculated total energy = -132859.8982 eV

Each line ends with the natural charge from an NBO analysis.
Element x y z (Å)
C (0.75, 0.75, 0.09)  -0.609
C (-0.86, -0.52, -0.81)  -0.517
Se (2.41, -0.18, 0.15)  0.097
Se (-2.53, -0.09, 0.21)  0.024
H (0.99, 1.59, -0.65)  0.218
H (0.51, 1.32, 1.03)  0.212
H (-0.69, -1.56, -0.36)  0.209
H (-0.89, -0.46, -1.90)  0.208
H (2.04, -1.44, 1.02)  0.080
H (-1.73, 0.59, 1.21)  0.078

=====

# C4H8FP

2 unconnected molecules or ions with the total composition C4H8FP (ωB97M-V/def2-TZVPD, the OMol25 dataset).

HOMO level (alpha / beta) = -7.7 / -7.9 eV
orbital gap (alpha / beta) = 7.0 / 7.1 eV
LUMO level (alpha / beta) = -0.72 / -0.77 eV
calculated total energy = -16277.4412 eV

Each line ends with the natural charge from an NBO analysis.
Element x y z (Å)
C (0.27, 1.14, 0.44)  0.368
C (2.16, 0.53, -0.12)  -0.615
C (-2.59, -1.67, 0.59)  -1.025
C (0.82, 0.78, -0.87)  -0.569
F (0.40, 2.46, 0.65)  -0.357
P (-2.72, -0.08, -0.40)  0.304
H (2.12, 0.73, 1.01)  0.258
H (3.07, 0.94, -0.64)  0.238
H (2.36, -0.49, -0.13)  0.222
H (-3.54, -2.13, 0.85)  0.239
H (-1.92, -2.32, 0.01)  0.233
H (-1.97, -1.25, 1.48)  0.255
H (0.58, -0.15, -1.27)  0.230
H (0.96, 1.53, -1.61)  0.220

=====

# C4H8N2O2

C4H8N2O2 in the gas phase (ωB97M-V/def2-TZVPD, the OMol25 dataset).

HOMO level = -9.2 eV
orbital gap = 10.1 eV
LUMO level = 0.89 eV
calculated total energy = -11349.8711 eV

Each line ends with the natural charge from an NBO analysis.
Element x y z (Å)
C (2.09, 0.20, 0.36)  -0.645
C (0.91, -0.10, -0.51)  0.078
C (0.07, -1.36, -0.17)  -0.534
C (-1.32, -0.78, -0.19)  0.648
O (-2.33, -1.39, 0.01)  -0.551
N (-1.29, 0.53, -0.45)  -0.049
N (-2.21, 1.26, 0.25)  -0.641
O (0.06, 1.05, -0.25)  -0.403
H (3.07, 0.36, -0.12)  0.231
H (2.07, -0.71, 1.00)  0.207
H (1.77, 1.03, 1.07)  0.242
H (1.11, 0.03, -1.63)  0.185
H (0.32, -1.59, 0.84)  0.237
H (0.16, -2.04, -1.03)  0.257
H (-2.74, 1.91, -0.28)  0.375
H (-1.75, 1.59, 1.10)  0.363

=====

In the order shown, the computed F_max values come out to 1.07 3.61 2.62 3.62 eV/Å.